(1)
Formula: C4H15NO2
Source: OMol25
Level of theory: ωB97M-V with the def2-TZVPD basis set

Each atom is followed by the atoms it is bonded to, with distances in Å.
Geometry (Å):
1 C -2.00 -1.30 -0.20  C2 1.562, H6 1.133, H7 1.124, H8 1.139
2 C -1.11 -1.09 1.06  C1 1.562, N3 1.437, H9 1.150, H10 1.185
3 N 0.17 -0.50 0.79  C2 1.437, C4 1.448, H11 1.042
4 C 1.11 -0.63 1.89  N3 1.448, C5 1.534, H12 1.044, H13 1.137
5 C 2.38 0.21 1.73  C4 1.534, H14 1.122, H15 1.149, H16 1.053
6 H -1.65 -2.16 -0.84  C1 1.133
7 H -3.10 -1.38 0.06  C1 1.124
8 H -2.06 -0.32 -0.78  C1 1.139
9 H -1.30 -2.08 1.61  C2 1.150
10 H -1.60 -0.25 1.75  C2 1.185
11 H 0.78 -0.94 0.06  N3 1.042
12 H 1.24 -1.64 2.12  C4 1.044
13 H 0.65 -0.24 2.85  C4 1.137
14 H 2.11 1.24 1.37  C5 1.122
15 H 2.99 -0.17 0.83  C5 1.149
16 H 3.09 0.12 2.50  C5 1.053
17 O -0.42 0.53 -4.37  H18 0.953, H19 0.971
18 H -1.34 0.31 -4.32  O17 0.953
19 H -0.17 0.57 -5.31  O17 0.971
20 O 0.11 2.32 0.00  H21 0.953, H22 0.941
21 H 0.03 1.75 0.76  O20 0.953
22 H -0.76 2.68 -0.08  O20 0.941

- total charge = 0
- molar mass (g/mol) = 109.17
- gap between HOMO and LUMO (eV) = 9.86
- energy above the lowest of the compared OMol25 structures with the same formula, charge and spin (eV) = 2.065
- SMILES = CCNCC.O.O

(2)
Formula: C4H8N2O
Source: OMol25
Level of theory: ωB97M-V with the def2-TZVPD basis set

Each atom is followed by the atoms it is bonded to, with distances in Å.
Geometry (Å):
1 H 1.19 0.63 0.16  N2 1.020
2 N 0.90 1.53 -0.22  H1 1.020, C3 1.248
3 C -0.34 1.67 -0.30  N2 1.248, O4 1.348, H6 1.089
4 O -1.24 0.74 0.08  C3 1.348, C5 1.410
5 C -2.60 0.98 -0.16  O4 1.410, H7 1.093, H8 1.090, H9 1.095
6 H -0.74 2.59 -0.71  C3 1.089
7 H -2.88 2.01 0.10  C5 1.093
8 H -3.16 0.29 0.47  C5 1.090
9 H -2.85 0.80 -1.21  C5 1.095
10 C 1.12 -1.90 0.80  C11 1.295, H13 1.074, H14 1.075
11 C 2.24 -1.93 0.15  C10 1.295, N12 1.212
12 N 3.29 -2.19 -0.40  C11 1.212, H15 1.009
13 H 0.18 -2.08 0.30  C10 1.074
14 H 1.08 -1.64 1.84  C10 1.075
15 H 3.82 -1.50 -0.90  N12 1.009

- total charge = 0
- molar mass (g/mol) = 100.12
- gap between HOMO and LUMO (eV) = 9.87
- energy above the lowest of the compared OMol25 structures with the same formula, charge and spin (eV) = 3.278
- SMILES = [H]/N=C\OC.C=C=N

(3)
Formula: C9H10N2
Source: OMol25
Level of theory: ωB97M-V with the def2-TZVPD basis set

Each atom is followed by the atoms it is bonded to, with distances in Å.
Geometry (Å):
1 C 2.83 -0.51 -0.05  C2 1.296, N6 1.379, H12 1.076
2 C 1.76 -1.24 -0.08  C1 1.296, C3 1.381, H13 1.030
3 C 0.62 -0.52 -0.35  C2 1.381, C4 1.417, C10 1.554
4 C 0.43 0.88 -0.26  C3 1.417, C5 1.366, C7 1.503
5 C 1.62 1.51 -0.03  C4 1.366, N6 1.267, H14 1.262
6 N 2.71 0.87 0.04  C1 1.379, C5 1.267
7 C -1.02 1.23 -0.49  C4 1.503, C8 1.559, N11 1.477, H15 1.059
8 C -1.48 0.84 0.95  C7 1.559, C9 1.813, H16 1.013, H17 1.215
9 C -1.29 -0.96 0.86  C8 1.813, C10 1.604, H18 1.017, H19 1.095
10 C -0.80 -1.07 -0.66  C3 1.554, C9 1.604, N11 1.394, H20 1.056
11 N -1.35 0.04 -1.29  C7 1.477, C10 1.394, H21 1.122
12 H 3.74 -1.08 0.02  C1 1.076
13 H 1.88 -2.25 0.05  C2 1.030
14 H 1.58 2.70 -0.44  C5 1.262
15 H -1.32 2.04 -1.10  C7 1.059
16 H -1.09 1.19 1.82  C8 1.013
17 H -2.68 0.87 1.12  C8 1.215
18 H -2.26 -1.21 1.00  C9 1.017
19 H -0.43 -1.34 1.44  C9 1.095
20 H -0.96 -1.98 -1.18  C10 1.056
21 H -2.47 -0.02 -1.37  N11 1.122

- total charge = 0
- molar mass (g/mol) = 146.19
- gap between HOMO and LUMO (eV) = 9.77
- energy above the lowest of the compared OMol25 structures with the same formula, charge and spin (eV) = 4.640
- SMILES = c1cc2c(cn1)[C@@H]1CC[C@H]2N1

(4)
Formula: C29H31N2O4
Source: OMol25
Level of theory: ωB97M-V with the def2-TZVPD basis set

Each atom is followed by the atoms it is bonded to, with distances in Å.
Geometry (Å):
1 C 3.85 0.29 4.28  C2 1.532, H16 1.089, H17 1.090, H18 1.090
2 C 3.59 -0.51 2.99  C1 1.532, C3 1.532, C4 1.535, O5 1.452
3 C 3.80 0.37 1.76  C2 1.532, H19 1.089, H20 1.089, H21 1.089
4 C 4.53 -1.72 2.94  C2 1.535, H22 1.089, H23 1.089, H24 1.089
5 O 2.23 -1.02 3.00  C2 1.452, C6 1.370
6 C 1.25 -0.06 3.03  O5 1.370, N7 1.398, O15 1.211
7 N -0.06 -0.56 3.07  C6 1.398, C8 1.268
8 C -0.67 -0.61 4.18  N7 1.268, C9 1.441, H25 1.074
9 C -1.99 -1.15 4.33  C8 1.441, C10 1.394, C14 1.390
10 C -2.59 -1.25 5.58  C9 1.394, C11 1.376, H26 1.076
11 C -3.84 -1.80 5.72  C10 1.376, C12 1.380, H27 1.079
12 C -4.52 -2.26 4.60  C11 1.380, C13 1.384, H28 1.079
13 C -3.95 -2.15 3.35  C12 1.384, C14 1.378, H29 1.077
14 C -2.69 -1.61 3.21  C9 1.390, C13 1.378, H30 1.077
15 O 1.46 1.13 3.08  C6 1.211
16 H 3.66 -0.33 5.15  C1 1.089
17 H 4.88 0.64 4.32  C1 1.090
18 H 3.18 1.15 4.32  C1 1.090
19 H 3.65 -0.20 0.85  C3 1.089
20 H 3.09 1.20 1.77  C3 1.089
21 H 4.81 0.79 1.74  C3 1.089
22 H 4.34 -2.30 2.04  C4 1.089
23 H 5.57 -1.42 2.94  C4 1.089
24 H 4.35 -2.37 3.80  C4 1.089
25 H -0.16 -0.24 5.05  C8 1.074
26 H -2.06 -0.90 6.45  C10 1.076
27 H -4.29 -1.88 6.69  C11 1.079
28 H -5.50 -2.70 4.71  C12 1.079
29 H -4.48 -2.50 2.48  C13 1.077
30 H -2.22 -1.52 2.25  C14 1.077
31 C 0.63 3.19 7.17  C32 1.517, H51 1.092, H52 1.090, H53 1.091
32 C -0.36 2.62 6.18  C31 1.517, O33 1.408, H54 1.099, H55 1.098
33 O -0.91 3.58 5.31  C32 1.408, C34 1.378
34 C -1.81 2.98 4.46  O33 1.378, C35 1.450, O50 1.223
35 C -2.11 3.69 3.24  C34 1.450, N36 1.307, H56 1.075
36 N -2.62 3.12 2.18  C35 1.307, C37 1.366
37 C -2.26 3.43 0.90  N36 1.366, C38 1.447, C44 1.455
38 C -3.15 3.05 -0.18  C37 1.447, C39 1.406, C43 1.399
39 C -2.76 3.01 -1.53  C38 1.406, C40 1.374, H57 1.076
40 C -3.63 2.55 -2.49  C39 1.374, C41 1.380, H58 1.077
41 C -4.90 2.15 -2.15  C40 1.380, C42 1.382, H59 1.077
42 C -5.31 2.19 -0.83  C41 1.382, C43 1.372, H60 1.076
43 C -4.44 2.62 0.14  C38 1.399, C42 1.372, H61 1.076
44 C -0.94 4.01 0.68  C37 1.455, C45 1.402, C49 1.408
45 C -0.71 4.97 -0.32  C44 1.402, C46 1.374, H62 1.075
46 C 0.51 5.60 -0.41  C45 1.374, C47 1.383, H63 1.074
47 C 1.53 5.27 0.47  C46 1.383, C48 1.382, H64 1.076
48 C 1.33 4.30 1.44  C47 1.382, C49 1.369, H65 1.080
49 C 0.12 3.68 1.54  C44 1.408, C48 1.369, H66 1.079
50 O -2.26 1.86 4.66  C34 1.223
51 H 1.19 2.42 7.70  C31 1.092
52 H 1.37 3.82 6.65  C31 1.090
53 H 0.14 3.82 7.91  C31 1.091
54 H 0.12 1.88 5.52  C32 1.099
55 H -1.20 2.12 6.68  C32 1.098
56 H -1.66 4.66 3.13  C35 1.075
57 H -1.76 3.29 -1.81  C39 1.076
58 H -3.30 2.50 -3.52  C40 1.077
59 H -5.57 1.77 -2.91  C41 1.077
60 H -6.30 1.88 -0.56  C42 1.076
61 H -4.73 2.63 1.17  C43 1.076
62 H -1.52 5.26 -0.97  C45 1.075
63 H 0.64 6.37 -1.14  C46 1.074
64 H 2.46 5.80 0.41  C47 1.076
65 H 2.13 4.05 2.12  C48 1.080
66 H -0.02 2.92 2.29  C49 1.079

- total charge = -1
- molar mass (g/mol) = 471.58
- gap between HOMO and LUMO (eV) = 4.72

- total charge of number 4 (C29H31N2O4)?
  -1

- Which of these has the lowest total charge?
  C29H31N2O4